(1)
This record from OMol25 describes one molecule with the formula C6H10O. The level of theory is ωB97M-V/def2-TZVPD.

Last column: Mulliken charge in e.
Element x y z (Å)
C -0.293 -0.185 2.037  -1.520
C 0.007 -0.632 0.598  0.885
C -1.139 -0.407 -0.407  -0.695
C -0.416 -0.037 -1.693  -0.536
O 0.231 1.219 -1.570  -0.426
C 1.349 1.027 -0.720  -0.307
C 1.331 -0.021 0.294  -0.950
H 0.603 -0.297 2.655  0.411
H -1.095 -0.808 2.434  0.358
H -0.627 0.857 2.050  0.402
H 0.246 -1.697 0.679  0.259
H -1.714 -1.331 -0.547  0.321
H -1.846 0.379 -0.104  0.335
H -1.048 0.016 -2.575  0.398
H 1.540 1.925 -0.106  0.399
H 2.284 0.894 -1.285  0.317
H 0.353 -0.818 -1.825  0.348

Properties
Gap between HOMO and LUMO ... 8.56 eV
LUMO level ... 0.0083 Eh
Energy relative to the best compared isomer or geometry (same formula, charge and spin) ... 345.4 kJ/mol
Spin multiplicity ... 1


(2)
This record from OMol25 describes C13H31ClN3O5Zn as an isolated structure. The level of theory is ωB97M-V/def2-TZVPD.

Last column: Mulliken charge in e.
Element x y z (Å)
Zn 1.001 0.128 1.415  1.094
Cl 1.712 -1.050 5.275  -0.131
C 3.824 3.390 1.813  -0.847
O 3.783 2.018 1.319  -0.230
C 4.902 1.818 0.561  -0.503
C 5.294 0.296 0.548  -0.642
O 4.087 -0.386 0.290  -0.232
C 4.350 -1.593 -0.417  -0.804
H 3.409 3.558 2.807  0.292
H 3.271 4.033 1.129  0.336
H 4.790 3.866 1.981  0.319
H 5.829 2.255 0.934  0.373
H 4.625 2.229 -0.409  0.326
H 5.714 0.025 1.516  0.331
H 6.124 0.170 -0.147  0.414
H 3.382 -2.050 -0.619  0.243
H 5.072 -2.273 0.034  0.316
H 4.698 -1.353 -1.422  0.343
C -3.808 3.240 4.452  -0.882
C -3.856 2.825 2.973  0.655
O -2.793 2.553 2.397  -0.661
N -5.058 2.692 2.378  -0.194
C -5.327 2.322 1.004  -0.876
H -4.840 3.351 4.785  0.290
H -3.370 4.234 4.544  0.267
H -3.294 2.478 5.038  0.251
H -5.913 2.955 2.846  0.241
H -4.576 1.609 0.664  0.290
H -5.442 3.177 0.338  0.289
H -6.289 1.826 0.879  0.332
C -0.090 3.295 -4.291  -0.915
C 0.102 1.798 -4.206  0.635
O 0.202 1.227 -3.138  -0.651
N -0.001 1.140 -5.361  -0.213
C 0.011 -0.248 -5.540  -0.833
H 0.817 3.862 -4.084  0.254
H -0.944 3.526 -3.654  0.269
H -0.424 3.633 -5.272  0.309
H -0.409 1.541 -6.193  0.272
H 0.260 -0.414 -6.588  0.296
H -1.011 -0.574 -5.345  0.296
H 0.680 -0.802 -4.882  0.282
C -3.006 -4.831 -0.404  -1.033
C -1.879 -4.838 0.575  0.665
O -1.287 -3.803 0.808  -0.654
N -1.509 -6.001 1.087  -0.183
C -0.407 -6.411 1.996  -0.795
H -2.921 -5.581 -1.191  0.361
H -2.842 -3.915 -0.972  0.275
H -3.979 -4.777 0.084  0.275
H -2.134 -6.746 0.814  0.214
H 0.472 -5.773 1.911  0.274
H -0.181 -7.477 1.964  0.298
H -0.820 -6.174 2.976  0.305

Properties
Gap between HOMO and LUMO ... 2.73 eV
LUMO level ... -0.3262 Eh
Energy relative to the best compared isomer or geometry (same formula, charge and spin) ... 1148.2 kJ/mol
Total charge ... +1
Spin multiplicity ... 1


(3)
This record from OMol25 describes C24H32Al2BrF5KN3O19PS3 as an isolated structure. The level of theory is ωB97M-V/def2-TZVPD.

Last column: Mulliken charge in e.
Element x y z (Å)
O -2.058 -2.255 -0.464  -0.624
S -1.527 -2.567 0.889  1.364
O -0.091 -2.881 0.786  -0.603
F -2.309 -3.879 1.411  -0.197
C -1.872 -1.076 1.902  0.587
C -1.241 -1.076 3.342  -0.544
P 0.619 -1.264 3.377  0.511
S 1.206 -1.036 5.239  -0.373
C -2.032 -2.101 4.228  -0.955
C -3.428 -1.498 4.624  0.197
O -3.929 -0.476 3.723  -0.332
S -3.706 -0.846 2.142  1.295
O -4.471 -2.038 1.740  -0.597
O -4.113 0.327 1.337  -0.721
H -1.552 -0.196 1.308  -0.395
H -1.455 -0.064 3.770  0.430
H 1.046 -2.538 2.923  0.091
H 1.167 -0.203 2.589  -0.091
H -2.185 -3.091 3.737  0.315
H -1.448 -2.321 5.153  0.477
H -3.284 -0.990 5.617  -0.263
H -4.168 -2.305 4.794  0.436
C 0.104 2.931 -1.577  -0.857
C -0.838 2.402 -0.552  0.366
O -0.551 1.929 0.517  -0.576
N -2.276 2.334 -0.858  0.134
C -2.982 3.629 -0.583  -0.804
H 0.970 3.362 -1.085  0.415
H 0.414 2.121 -2.238  0.305
H -0.380 3.711 -2.171  0.393
H -2.408 2.066 -1.838  0.442
H -2.629 1.617 -0.214  0.124
H -4.029 3.497 -0.844  0.384
H -2.539 4.409 -1.200  0.352
H -2.882 3.861 0.475  0.349
N 0.955 3.590 -5.066  1.014
O 1.176 2.414 -4.578  -0.492
O 0.195 4.353 -4.463  -0.583
O 1.505 3.921 -6.106  -0.536
C 3.450 2.467 1.662  -0.297
C 4.137 2.771 0.562  -0.355
C 5.048 1.793 -0.066  0.249
O 5.674 2.064 -1.069  -0.528
C 5.172 0.464 0.575  -1.402
C 4.485 0.156 1.675  -0.138
C 3.565 1.139 2.299  0.263
O 2.922 0.866 3.286  -0.525
H 2.774 3.170 2.133  0.501
H 4.061 3.737 0.079  0.592
H 5.849 -0.238 0.102  1.043
H 4.564 -0.812 2.156  0.549
K 4.539 -1.113 -1.498  1.008
F 1.165 -3.129 -6.255  -0.395
Al 0.807 -3.122 -4.559  0.666
F 0.447 -4.756 -4.032  -0.424
F -0.615 -2.130 -4.280  -0.420
F 2.168 -2.486 -3.668  -0.284
Al -2.021 -4.297 -4.812  0.848
C -4.890 3.995 8.586  -0.402
C -5.691 2.860 8.555  -0.504
C -5.120 1.612 8.353  -0.333
C -3.744 1.515 8.186  0.171
C -2.935 2.644 8.208  -0.331
C -3.515 3.888 8.409  -0.491
N -3.135 0.200 7.997  1.006
O -3.871 -0.769 7.963  -0.601
O -1.928 0.143 7.886  -0.586
H -5.338 4.968 8.751  0.385
H -6.761 2.948 8.693  0.381
H -5.750 0.733 8.330  0.446
H -1.864 2.569 8.075  0.461
H -2.895 4.776 8.432  0.383
C 2.592 -5.323 -7.865  -1.187
C 3.146 -6.647 -7.388  0.530
C 3.998 -6.538 -6.153  -0.373
O 4.906 -7.628 -6.306  -0.351
C 5.014 -7.874 -7.640  0.604
O 5.830 -8.583 -8.126  -0.509
O 4.065 -7.196 -8.338  -0.349
H 3.379 -4.695 -8.286  0.345
H 1.864 -5.485 -8.662  0.343
H 2.099 -4.782 -7.057  0.197
H 2.333 -7.367 -7.246  0.216
H 3.417 -6.648 -5.237  0.274
H 4.571 -5.607 -6.102  0.283
Br 2.855 2.659 -3.156  -0.012
C 1.250 7.462 -6.953  0.805
O 2.432 7.197 -6.587  -0.546
O 0.539 6.350 -7.278  -0.421
O 0.691 8.560 -7.036  -0.553
H 1.290 5.745 -7.088  0.331

Properties
Gap between HOMO and LUMO ... 2.54 eV
LUMO level ... -0.2289 Eh
Total charge ... +1
Spin multiplicity ... 1


(4)
This record from OMol25 describes one molecule with the formula C3HFO3. The level of theory is ωB97M-V/def2-TZVPD.

Last column: Mulliken charge in e.
Element x y z (Å)
O -1.459 1.944 0.577  -0.505
C -0.816 0.948 0.410  0.662
O -0.554 0.629 -0.902  -0.285
C 0.186 -0.488 -0.891  -0.183
C 0.614 -0.707 0.379  0.387
F 1.444 -1.561 0.843  -0.213
O -0.148 0.169 1.235  -0.251
H 0.733 -0.934 -1.650  0.388

Properties
Structure (SMILES) ... O=c1occ(F)o1
Gap between HOMO and LUMO ... 10.16 eV
LUMO level ... 0.0195 Eh
Energy relative to the best compared isomer or geometry (same formula, charge and spin) ... 78.3 kJ/mol
Spin multiplicity ... 1